# 1
An isolated molecule of C4H9NO. Source: the OMol25 dataset; level of theory: the ωB97M-V functional and the def2-TZVPD basis.

Geometry as XYZ:
```
15
Properties=species:S:1:pos:R:3:mulliken_charge:R:1
C -0.657 -0.429 1.874 -0.85
N -0.452 -0.626 0.455 -0.50
C 0.159 0.262 -0.209 0.94
C 0.734 1.575 0.266 -1.17
O 0.389 0.097 -1.529 -0.36
C -0.075 -1.123 -2.090 -0.67
H 0.005 0.318 2.336 0.30
H -1.695 -0.128 2.065 0.26
H -0.498 -1.381 2.388 0.28
H 1.604 1.403 0.910 0.30
H 1.050 2.170 -0.592 0.30
H -0.001 2.143 0.844 0.34
H 0.370 -1.981 -1.575 0.30
H 0.231 -1.101 -3.137 0.23
H -1.163 -1.199 -2.005 0.29
```

Calculated values
Energy above the lowest of the compared OMol25 structures with the same formula, charge and spin, kJ/mol: 126.5
Gap between HOMO and LUMO, eV: 10.519
Energy, eV: -7831.009
Structure (SMILES): C/N=C(\C)OC



# 2
A cluster of 10 separate species, C21H61O10S9 in total. Source: the OMol25 dataset; level of theory: the ωB97M-V functional and the def2-TZVPD basis.

Geometry as XYZ:
```
101
Properties=species:S:1:pos:R:3:mulliken_charge:R:1
C 11.888 26.766 15.251 -1.03
C 12.824 25.694 16.110 1.61
C 14.295 26.071 15.934 -0.27
O 12.395 25.264 17.385 -0.86
H 11.112 26.129 14.826 0.18
H 12.373 27.319 14.447 0.13
H 11.381 27.523 15.850 0.07
H 12.606 24.759 15.593 -0.61
H 14.805 26.749 16.618 -0.15
H 14.585 26.454 14.955 0.09
H 14.846 25.130 15.944 -0.16
C 17.300 22.278 11.414 -0.95
S 16.751 24.010 11.900 0.47
O 15.585 24.266 10.889 -0.61
C 15.908 23.311 13.380 -0.35
H 17.461 21.630 12.275 0.30
H 18.198 22.289 10.797 0.36
H 16.619 21.705 10.784 0.32
H 15.240 22.553 12.972 0.18
H 15.365 24.068 13.946 -0.12
H 16.566 22.762 14.055 0.49
C 15.799 30.045 12.583 -0.44
S 14.176 29.951 11.675 0.60
O 14.623 30.266 10.287 -0.68
C 13.860 28.076 11.623 -0.77
H 15.756 29.758 13.634 -0.24
H 16.012 31.106 12.712 0.35
H 16.623 29.541 12.076 0.41
H 14.128 27.635 10.662 0.42
H 12.810 27.800 11.725 0.27
H 14.442 27.416 12.266 0.12
C 7.883 24.863 16.605 -1.15
S 9.085 24.156 15.403 0.76
O 9.963 23.265 16.326 -0.59
C 8.183 23.076 14.143 -1.14
H 7.780 24.244 17.496 0.36
H 6.823 24.980 16.377 0.40
H 8.261 25.781 17.055 0.32
H 7.235 23.539 13.872 0.41
H 7.984 22.058 14.480 0.32
H 8.685 23.095 13.176 0.33
C 9.276 28.936 14.206 -0.28
S 8.919 29.495 12.515 0.42
O 10.062 28.965 11.578 -0.58
C 7.435 28.399 12.226 -0.93
H 9.850 28.011 14.268 0.00
H 8.258 28.871 14.590 0.46
H 9.813 29.811 14.574 0.02
H 6.946 28.656 11.286 0.35
H 6.673 28.571 12.985 0.36
H 7.833 27.385 12.276 0.24
C 16.726 30.040 16.633 -1.18
S 16.218 30.084 18.469 0.77
O 17.242 30.947 19.212 -0.75
C 16.884 28.438 18.993 -0.96
H 16.744 31.043 16.206 0.43
H 16.248 29.504 15.812 0.10
H 17.812 29.967 16.681 0.51
H 17.864 28.347 18.524 0.45
H 16.322 27.541 18.735 0.10
H 17.031 28.457 20.072 0.42
C 13.387 32.012 17.571 -0.64
S 12.078 31.404 16.483 0.48
O 11.861 32.412 15.352 -0.67
C 12.881 29.961 15.653 0.16
H 14.195 32.315 16.905 0.25
H 13.796 31.300 18.288 0.05
H 13.051 32.918 18.076 0.44
H 13.890 30.120 15.271 -0.03
H 12.225 29.783 14.801 0.02
H 12.863 29.114 16.340 -0.03
C 15.956 23.562 18.349 -0.98
S 14.688 24.192 19.592 0.87
O 13.661 23.124 19.840 -0.68
C 15.756 24.204 21.184 -1.23
H 15.524 22.948 17.559 0.19
H 16.640 22.978 18.963 0.46
H 16.474 24.454 17.996 0.24
H 15.079 24.618 21.932 0.37
H 16.681 24.729 20.947 0.32
H 15.941 23.150 21.392 0.42
C 11.954 20.263 12.957 -0.89
S 11.459 20.948 14.626 0.67
O 11.063 19.873 15.657 -0.69
C 13.017 21.699 15.058 -0.77
H 13.011 20.508 12.851 0.17
H 11.393 20.463 12.043 0.31
H 11.706 19.222 13.163 0.34
H 12.751 22.451 15.800 0.24
H 13.502 22.208 14.226 0.06
H 13.790 20.988 15.350 0.52
C 11.234 28.983 19.953 -0.74
S 12.881 29.014 20.620 0.52
O 12.653 28.971 22.161 -0.74
C 13.338 27.301 20.106 -0.70
H 10.692 29.885 20.238 0.37
H 10.644 28.114 20.243 0.35
H 11.352 29.139 18.881 0.07
H 13.557 27.223 19.041 0.05
H 12.465 26.676 20.290 0.48
H 14.177 26.952 20.708 0.28
```

Calculated values
Energy above the lowest of the compared OMol25 structures with the same formula, charge and spin, kJ/mol: 503.7
Gap between HOMO and LUMO, eV: 5.345
Energy, eV: -140745.801
Total charge: -1



The following largest force on an atom values (in eV Å⁻¹) correspond, in order, to the records above: 0.468, 4.069.
The following molecular weight values (in g mol⁻¹) correspond, in order, to the records above: 87.122, 762.312.